[1]
This record from the Open Molecules 2025 dataset describes a structure of composition C40H40CsN11S2Sb2Se4 in a non-equilibrium geometry. The level of theory is ωB97M-V with the def2-TZVPD basis set.

The geometry in XYZ format:
```
100
C40H40CsN11S2Sb2Se4 | the Open Molecules 2025 dataset | ωB97M-V with the def2-TZVPD basis set
Cs 1.72 0.92 -1.75
N 2.01 1.75 3.40
C 2.12 1.44 2.10
N 3.04 1.89 1.29
C 4.00 2.74 1.79
N 4.89 3.27 1.02
N 4.99 2.92 -0.28
C 5.22 1.72 -0.65
C 5.25 1.37 -2.08
C 5.49 0.05 -2.49
C 5.41 -0.27 -3.83
C 5.10 0.73 -4.75
C 4.89 2.01 -4.26
N 4.95 2.33 -2.97
C 3.93 3.15 3.20
C 4.84 4.04 3.79
C 4.71 4.38 5.12
C 3.68 3.84 5.89
C 2.77 2.96 5.34
C 2.90 2.62 3.98
H 1.29 1.28 3.98
H 1.37 0.76 1.71
H 5.38 0.92 0.07
H 5.73 -0.71 -1.75
H 5.60 -1.28 -4.17
H 5.02 0.52 -5.81
H 4.65 2.83 -4.94
H 5.62 4.46 3.18
H 5.41 5.08 5.57
H 3.58 4.11 6.94
H 1.95 2.52 5.90
C -4.01 2.64 2.87
C -3.40 3.43 1.78
N -4.04 4.07 0.87
N -3.07 4.69 0.14
C -1.83 4.44 0.57
S -0.42 5.15 -0.03
N -2.03 3.63 1.63
N -1.00 3.01 2.33
H -5.09 2.76 2.85
H -3.61 2.92 3.84
H -3.77 1.60 2.70
H -3.30 5.17 -0.69
H -1.17 3.03 3.33
H -0.15 3.52 2.10
Se -2.10 -2.60 4.58
Sb -0.82 -0.76 3.58
Se 1.56 -1.38 3.91
Se -1.57 -0.39 1.26
Se -0.79 1.12 5.22
C 1.73 -5.09 2.31
C 2.12 -4.39 1.04
C 2.40 -4.88 -0.22
C 2.67 -3.74 -1.00
N 2.57 -2.63 -0.28
N 2.23 -3.05 0.96
C 3.05 -3.68 -2.45
H 2.18 -6.09 2.35
H 0.64 -5.20 2.37
H 2.03 -4.51 3.17
H 2.41 -5.91 -0.54
H 2.12 -2.41 1.76
H 3.45 -4.65 -2.78
H 3.80 -2.91 -2.61
H 2.17 -3.45 -3.06
S -1.19 1.63 -1.23
Sb -2.36 -0.32 -1.02
C -3.17 -0.55 -3.02
C -2.88 0.29 -4.09
C -3.38 0.03 -5.37
C -4.18 -1.08 -5.59
C -4.49 -1.94 -4.52
C -3.99 -1.67 -3.25
C -1.54 -2.33 -1.27
C -1.64 -3.33 -0.31
C -1.26 -4.64 -0.61
C -0.76 -4.95 -1.87
C -0.64 -3.96 -2.84
C -1.03 -2.65 -2.54
C -4.41 -0.03 -0.31
C -5.28 0.65 -1.18
C -6.60 0.89 -0.81
C -7.07 0.46 0.43
C -6.21 -0.21 1.30
C -4.89 -0.45 0.93
H -2.26 1.17 -3.92
H -3.15 0.70 -6.19
H -4.57 -1.29 -6.58
H -5.12 -2.80 -4.69
H -4.24 -2.33 -2.44
H -2.01 -3.10 0.68
H -1.35 -5.41 0.15
H -0.48 -5.97 -2.11
H -0.27 -4.20 -3.83
H -0.94 -1.90 -3.31
H -4.93 0.99 -2.14
H -7.27 1.41 -1.49
H -8.09 0.66 0.72
H -6.56 -0.55 2.26
H -4.23 -0.96 1.62
```

energy above the lowest of the compared OMol25 structures with the same formula, charge and spin: 65.8 kcal per mole
gap between HOMO and LUMO: 4.587 eV
net charge: -2

***

[2]
This record from the Open Molecules 2025 dataset describes a structure of composition C36H49BHgN16P in a non-equilibrium geometry. The level of theory is ωB97M-V with the def2-TZVPD basis set.

The geometry in XYZ format:
```
104
C36H49BHgN16P | the Open Molecules 2025 dataset | ωB97M-V with the def2-TZVPD basis set
Hg 0.20 -0.05 -0.13
C 4.50 -2.25 2.50
C 3.33 -1.81 1.62
C 2.87 -3.00 0.76
C 2.21 -1.23 2.45
C 2.18 -1.19 3.85
C 1.04 -0.49 4.16
N 0.42 -0.16 3.01
N 1.13 -0.62 1.96
B -0.93 0.61 3.04
N -0.95 1.84 2.09
C -1.36 3.03 2.54
C -1.26 3.95 1.52
C -0.75 3.22 0.44
N -0.58 1.95 0.79
C -0.41 3.84 -0.89
C 0.15 2.86 -1.91
C -1.63 4.57 -1.46
N -2.16 -0.32 2.89
C -2.82 -0.76 3.98
C -3.89 -1.51 3.56
C -3.82 -1.46 2.15
N -2.76 -0.75 1.76
C -4.87 -2.09 1.27
C -4.29 -2.90 0.12
C -5.86 -1.03 0.76
H 5.32 -2.60 1.87
H 4.86 -1.43 3.12
H 4.20 -3.07 3.16
H 3.68 -1.03 0.94
H 2.46 -3.79 1.39
H 2.11 -2.68 0.05
H 3.71 -3.41 0.20
H 2.90 -1.58 4.55
H 0.64 -0.20 5.12
H -1.01 1.05 4.14
H -1.70 3.16 3.56
H -1.49 5.00 1.56
H 0.36 4.59 -0.68
H -0.62 2.16 -2.24
H 0.51 3.40 -2.78
H 0.97 2.28 -1.48
H -2.44 3.87 -1.65
H -2.00 5.34 -0.78
H -1.38 5.06 -2.41
H -2.49 -0.51 4.97
H -4.63 -2.00 4.16
H -5.42 -2.77 1.92
H -3.62 -3.67 0.50
H -5.09 -3.39 -0.45
H -3.73 -2.25 -0.55
H -5.33 -0.29 0.17
H -6.63 -1.50 0.14
H -6.34 -0.53 1.60
C -4.22 -1.13 -3.87
N -3.47 -0.49 -2.80
C -3.88 0.62 -2.12
C -2.89 0.91 -1.23
N -1.87 0.02 -1.37
C -2.24 -0.83 -2.32
P -1.32 -2.24 -2.98
C 0.08 -1.30 -3.67
N 0.55 -0.18 -3.17
C 1.27 0.42 -4.16
C 1.21 -0.34 -5.29
N 0.44 -1.43 -4.99
C 0.13 -2.54 -5.87
C -0.64 -2.93 -1.40
N -0.38 -2.28 -0.27
C -0.38 -3.19 0.73
C -0.61 -4.43 0.22
N -0.80 -4.26 -1.12
C -0.99 -5.33 -2.08
H -4.37 -0.44 -4.70
H -5.19 -1.46 -3.50
H -3.66 -1.99 -4.23
H -4.83 1.09 -2.31
H -2.86 1.68 -0.48
H 1.79 1.34 -4.00
H 1.63 -0.20 -6.27
H 0.58 -2.35 -6.84
H -0.94 -2.65 -5.99
H 0.53 -3.47 -5.47
H -0.19 -2.91 1.75
H -0.67 -5.40 0.68
H -0.08 -5.93 -2.18
H -1.24 -4.91 -3.05
H -1.80 -5.99 -1.76
N 3.83 3.57 0.58
C 3.36 4.29 1.67
C 2.42 3.50 2.26
N 2.27 2.32 1.59
C 3.13 2.36 0.56
C 3.37 1.35 -0.39
N 2.61 0.24 -0.67
C 3.32 -0.48 -1.59
C 4.49 0.13 -1.92
N 4.52 1.31 -1.18
H 4.45 3.92 -0.12
H 3.74 5.27 1.91
H 1.84 3.70 3.15
H 2.95 -1.42 -1.97
H 5.27 -0.13 -2.61
H 5.28 1.96 -1.14
```

energy above the lowest of the compared OMol25 structures with the same formula, charge and spin: 8.3 kcal per mole
multiplicity: 2
gap between HOMO and LUMO (alpha / beta): 3.094 / 6.299 eV
⟨S²⟩: 0.765

***

[3]
This record from the Open Molecules 2025 dataset describes a structure of composition C20H24N2O3PdS in a non-equilibrium geometry. The level of theory is ωB97M-V with the def2-TZVPD basis set.

The geometry in XYZ format:
```
51
C20H24N2O3PdS | the Open Molecules 2025 dataset | ωB97M-V with the def2-TZVPD basis set
Pd -0.69 -0.93 0.46
O 1.15 -1.56 0.31
C 1.92 -1.75 1.29
C 3.05 -2.59 1.12
C 3.90 -2.82 2.15
C 3.71 -2.23 3.46
C 2.67 -1.42 3.68
C 1.72 -1.11 2.63
C 0.76 -0.21 2.93
N -0.22 0.26 2.02
N -0.68 1.36 2.29
C -1.57 1.98 1.23
O -1.59 1.50 0.13
C -2.25 3.16 1.71
C -2.25 3.53 3.06
C -2.96 4.66 3.46
C -3.64 5.41 2.51
C -3.63 5.06 1.16
C -2.95 3.93 0.76
H 3.20 -3.03 0.14
H 4.75 -3.47 2.00
H 4.42 -2.46 4.24
H 2.51 -0.96 4.65
H 0.74 0.30 3.88
H -1.71 2.96 3.79
H -2.97 4.95 4.50
H -4.18 6.30 2.83
H -4.15 5.66 0.44
H -2.92 3.64 -0.28
C -4.53 1.56 -1.83
C -4.98 1.08 -0.46
C -5.00 -0.43 -0.31
S -3.38 -1.16 -0.51
O -2.66 -0.95 0.86
C -3.71 -2.92 -0.54
C -2.39 -3.64 -0.85
C -2.04 -3.65 -2.33
H -4.69 2.63 -1.93
H -5.09 1.07 -2.63
H -3.46 1.38 -1.99
H -6.01 1.41 -0.26
H -4.37 1.51 0.34
H -5.62 -0.91 -1.08
H -5.35 -0.76 0.68
H -4.45 -3.08 -1.33
H -4.13 -3.19 0.43
H -2.46 -4.66 -0.47
H -1.58 -3.18 -0.25
H -2.80 -4.18 -2.90
H -1.09 -4.14 -2.50
H -1.97 -2.63 -2.74
```

energy above the lowest of the compared OMol25 structures with the same formula, charge and spin: 28.2 kcal per mole
gap between HOMO and LUMO: 6.123 eV
net charge: +2

***

Please write out number 1 again, unchanged.
This record from the Open Molecules 2025 dataset describes a structure of composition C40H40CsN11S2Sb2Se4 in a non-equilibrium geometry. The level of theory is ωB97M-V with the def2-TZVPD basis set.

The geometry in XYZ format:
```
100
C40H40CsN11S2Sb2Se4 | the Open Molecules 2025 dataset | ωB97M-V with the def2-TZVPD basis set
Cs 1.72 0.92 -1.75
N 2.01 1.75 3.40
C 2.12 1.44 2.10
N 3.04 1.89 1.29
C 4.00 2.74 1.79
N 4.89 3.27 1.02
N 4.99 2.92 -0.28
C 5.22 1.72 -0.65
C 5.25 1.37 -2.08
C 5.49 0.05 -2.49
C 5.41 -0.27 -3.83
C 5.10 0.73 -4.75
C 4.89 2.01 -4.26
N 4.95 2.33 -2.97
C 3.93 3.15 3.20
C 4.84 4.04 3.79
C 4.71 4.38 5.12
C 3.68 3.84 5.89
C 2.77 2.96 5.34
C 2.90 2.62 3.98
H 1.29 1.28 3.98
H 1.37 0.76 1.71
H 5.38 0.92 0.07
H 5.73 -0.71 -1.75
H 5.60 -1.28 -4.17
H 5.02 0.52 -5.81
H 4.65 2.83 -4.94
H 5.62 4.46 3.18
H 5.41 5.08 5.57
H 3.58 4.11 6.94
H 1.95 2.52 5.90
C -4.01 2.64 2.87
C -3.40 3.43 1.78
N -4.04 4.07 0.87
N -3.07 4.69 0.14
C -1.83 4.44 0.57
S -0.42 5.15 -0.03
N -2.03 3.63 1.63
N -1.00 3.01 2.33
H -5.09 2.76 2.85
H -3.61 2.92 3.84
H -3.77 1.60 2.70
H -3.30 5.17 -0.69
H -1.17 3.03 3.33
H -0.15 3.52 2.10
Se -2.10 -2.60 4.58
Sb -0.82 -0.76 3.58
Se 1.56 -1.38 3.91
Se -1.57 -0.39 1.26
Se -0.79 1.12 5.22
C 1.73 -5.09 2.31
C 2.12 -4.39 1.04
C 2.40 -4.88 -0.22
C 2.67 -3.74 -1.00
N 2.57 -2.63 -0.28
N 2.23 -3.05 0.96
C 3.05 -3.68 -2.45
H 2.18 -6.09 2.35
H 0.64 -5.20 2.37
H 2.03 -4.51 3.17
H 2.41 -5.91 -0.54
H 2.12 -2.41 1.76
H 3.45 -4.65 -2.78
H 3.80 -2.91 -2.61
H 2.17 -3.45 -3.06
S -1.19 1.63 -1.23
Sb -2.36 -0.32 -1.02
C -3.17 -0.55 -3.02
C -2.88 0.29 -4.09
C -3.38 0.03 -5.37
C -4.18 -1.08 -5.59
C -4.49 -1.94 -4.52
C -3.99 -1.67 -3.25
C -1.54 -2.33 -1.27
C -1.64 -3.33 -0.31
C -1.26 -4.64 -0.61
C -0.76 -4.95 -1.87
C -0.64 -3.96 -2.84
C -1.03 -2.65 -2.54
C -4.41 -0.03 -0.31
C -5.28 0.65 -1.18
C -6.60 0.89 -0.81
C -7.07 0.46 0.43
C -6.21 -0.21 1.30
C -4.89 -0.45 0.93
H -2.26 1.17 -3.92
H -3.15 0.70 -6.19
H -4.57 -1.29 -6.58
H -5.12 -2.80 -4.69
H -4.24 -2.33 -2.44
H -2.01 -3.10 0.68
H -1.35 -5.41 0.15
H -0.48 -5.97 -2.11
H -0.27 -4.20 -3.83
H -0.94 -1.90 -3.31
H -4.93 0.99 -2.14
H -7.27 1.41 -1.49
H -8.09 0.66 0.72
H -6.56 -0.55 2.26
H -4.23 -0.96 1.62
```

energy above the lowest of the compared OMol25 structures with the same formula, charge and spin: 65.8 kcal per mole
gap between HOMO and LUMO: 4.587 eV
net charge: -2